1.
DFT (the ωB97M-V functional and the def2-TZVPD basis) results for a molecular structure, C48H39GaN4O3P2S2 at a distorted geometry.

## Properties
HOMO level, eV: -6.22
2S+1: 1
LUMO, Ha: -0.0288
HOMO-LUMO gap, eV: 5.4
Maximum force, eV Å⁻¹: 7.19

Element x y z (Å)
Ga  -0.537  0.672  0.409
S  -3.127  -0.748  1.262
S  -2.176  3.566  0.647
P  -0.743  1.390  -1.763
P  1.956  -1.250  -0.010
O  -3.612  3.512  0.906
O  -1.463  2.321  0.896
O  -1.496  4.765  1.140
N  -1.709  0.005  1.701
N  0.485  1.185  1.874
N  -2.049  -0.240  4.073
N  1.187  0.204  -0.247
C  1.647  0.850  -3.251
C  -2.466  -1.380  -4.345
C  -3.083  0.032  -2.051
C  0.565  1.165  4.288
C  -0.231  -4.678  -0.381
C  1.181  -1.254  2.636
C  3.461  -1.249  -0.958
C  5.851  -1.290  -2.440
C  -1.364  0.159  2.942
C  -1.571  2.983  -2.113
C  5.245  -2.485  -2.062
C  -3.703  -1.573  -3.736
C  -3.920  -1.280  5.217
C  -2.812  5.419  -2.900
C  -5.752  -2.235  3.969
C  -1.541  -0.470  -3.811
C  1.791  1.827  4.256
C  2.959  1.167  -3.636
C  -2.139  3.843  -1.159
C  -5.124  -1.865  2.780
C  1.609  2.789  -1.852
C  -1.648  3.387  -3.470
C  1.384  -1.357  4.013
C  5.273  -0.076  -2.079
C  -5.149  -1.942  5.189
C  -3.890  -1.200  2.803
C  -4.019  -0.855  -2.591
C  -1.816  0.241  -2.642
C  4.059  -2.465  -1.327
C  2.253  -1.375  1.737
C  3.535  -1.594  2.256
C  2.924  3.098  -2.211
C  -2.753  5.051  -1.559
C  -0.597  -3.363  -2.368
C  -0.047  0.866  3.076
C  1.671  1.825  1.877
C  4.089  -0.055  -1.339
C  2.357  2.164  3.031
C  -2.258  4.584  -3.858
C  -0.838  -4.515  -1.624
C  0.860  -2.517  -0.611
C  0.616  -3.687  0.120
C  3.740  -1.695  3.634
C  0.923  1.673  -2.386
C  -3.281  -0.903  4.027
C  3.596  2.292  -3.119
C  2.665  -1.578  4.512
C  0.248  -2.373  -1.866
H  -3.356  0.572  -1.140
H  4.742  -1.862  4.022
H  1.234  -0.078  -3.620
H  1.088  -3.842  1.088
H  4.393  -1.685  1.594
H  6.773  -1.305  -3.015
H  3.658  0.904  -1.063
H  -1.496  -5.287  -2.015
H  -2.216  -1.938  -5.243
H  3.412  3.958  -1.763
H  3.599  -3.408  -1.040
H  -2.296  4.855  -4.909
H  0.543  -1.261  4.695
H  -6.708  -2.751  3.941
H  5.744  0.859  -2.373
H  4.618  2.526  -3.401
H  -1.678  -0.064  4.992
H  1.121  3.426  -1.110
H  -3.289  6.351  -3.185
H  -3.184  5.700  -0.797
H  -1.223  2.758  -4.250
H  2.304  2.079  5.181
H  0.435  -1.482  -2.462
H  2.827  -1.655  5.584
H  -1.064  -3.235  -3.342
H  2.068  2.065  0.895
H  0.130  0.905  5.242
H  0.175  -1.080  2.259
H  -0.929  -0.720  -0.300
H  -4.420  -2.273  -4.153
H  5.694  -3.435  -2.341
H  -0.614  -0.336  -4.349
H  -5.602  -2.098  1.831
H  -0.415  -5.579  0.199
H  3.309  2.680  2.975
H  3.491  0.516  -4.323
H  -4.982  -0.977  -2.105
H  -5.636  -2.229  6.118
H  -3.468  -1.061  6.181


2.
DFT (the ωB97M-V functional and the def2-TZVPD basis) results for a molecular structure, C3H2HgLiO2 at a distorted geometry.

## Properties
Charge: +2
HOMO level (alpha / beta), eV: -19.05 / -19.14
⟨S²⟩: 0.7762
2S+1: 2
LUMO (alpha / beta), Ha: -0.4732 / -0.4825
HOMO-LUMO gap (alpha / beta), eV: 6.2 / 6.0
Maximum force, eV Å⁻¹: 8.04

Element x y z (Å)
Hg  -2.776  -1.633  -0.646
O  0.259  -1.560  -1.057
O  -1.118  -1.434  0.586
C  0.708  1.978  0.144
C  0.730  1.076  0.980
C  -0.113  -1.966  0.045
Li  0.843  0.251  -1.467
H  0.157  2.828  -0.241
H  1.309  0.461  1.657


3.
DFT (the ωB97M-V functional and the def2-TZVPD basis) results for 2 unconnected molecules or ions with the total composition C7H12N3S at a distorted geometry.

## Properties
Energy relative to the best compared isomer or geometry (same formula, charge and spin), eV: 1.059
Charge: +1
HOMO level, eV: -12.62
2S+1: 1
LUMO, Ha: -0.1123
HOMO-LUMO gap, eV: 9.6
Maximum force, eV Å⁻¹: 3.34

Element x y z (Å)
S  -3.316  1.005  1.059
N  0.062  0.473  -0.632
N  -0.446  -1.540  0.061
N  -3.855  -0.094  -1.388
C  -0.131  -0.295  0.453
C  0.005  -0.331  -1.758
C  -0.621  -2.736  0.857
C  -0.314  -1.566  -1.264
C  0.747  1.770  -0.417
C  2.202  1.617  -0.286
C  -3.783  0.419  -0.320
H  -4.318  -0.176  -2.265
H  2.681  1.298  0.728
H  -0.572  -2.524  -1.743
H  0.378  2.307  0.409
H  0.590  2.388  -1.277
H  -0.650  -3.520  0.049
H  0.292  -2.819  1.502
H  -1.470  -2.619  1.427
H  2.668  2.540  -0.654
H  0.289  0.133  -2.673
H  2.420  0.930  -1.188
H  -0.267  -0.087  1.451


4.
DFT (the ωB97M-V functional and the def2-TZVPD basis) results for 2 unconnected molecules or ions with the total composition BrH2O2P at a distorted geometry.

## Properties
Energy relative to the best compared isomer or geometry (same formula, charge and spin), eV: 0.843
HOMO level, eV: -10.87
2S+1: 1
LUMO, Ha: -0.0001
HOMO-LUMO gap, eV: 10.9
Maximum force, eV Å⁻¹: 1.87

Element x y z (Å)
Br  -0.960  3.371  -1.905
P  1.659  -1.315  0.617
O  0.185  -0.763  1.001
O  2.506  -0.336  -0.011
H  0.151  3.449  -1.096
H  -0.345  -0.076  0.582


5.
DFT (the ωB97M-V functional and the def2-TZVPD basis) results for a molecular structure, C44H59As4PPtSe2Si at a distorted geometry.

## Properties
Energy relative to the best compared isomer or geometry (same formula, charge and spin), eV: 0.910
Charge: +2
HOMO level (alpha / beta), eV: -12.29 / -12.29
⟨S²⟩: 6.0165
2S+1: 5
LUMO (alpha / beta), Ha: -0.1912 / -0.3240
HOMO-LUMO gap (alpha / beta), eV: 7.1 / 3.5
Maximum force, eV Å⁻¹: 2.27

Element x y z (Å)
Pt  0.919  1.087  0.746
Se  1.217  -1.396  -0.060
Se  4.002  0.795  0.745
As  -1.624  2.195  0.321
As  1.681  2.964  -0.742
As  -1.490  4.583  -4.780
As  -2.069  -1.717  0.767
P  3.400  -1.244  0.280
Si  0.919  0.803  3.146
C  -2.570  -1.347  -2.141
C  4.221  -1.936  -1.193
C  3.393  -3.410  2.066
C  -6.372  -2.272  2.561
C  -0.877  4.463  -1.648
C  -3.426  -1.370  -3.233
C  4.323  -3.643  -2.871
C  -1.947  3.346  1.884
C  -1.433  5.241  -2.862
C  -1.745  2.619  -4.777
C  2.257  4.244  0.612
C  -5.299  -1.745  -1.762
C  -0.763  -5.557  1.823
C  -0.713  5.476  -0.512
C  3.272  3.007  -1.900
C  4.081  -2.301  1.601
C  -4.454  -1.726  -0.660
C  -1.897  3.398  -1.245
C  5.353  -2.002  2.074
C  -4.023  -2.077  3.017
C  -1.578  -3.609  0.677
C  2.209  -0.461  3.809
C  -0.819  0.034  3.545
C  -1.005  -4.195  1.799
C  -4.845  -1.901  0.741
C  0.488  3.896  -2.024
C  6.131  -2.075  -2.625
C  -3.076  -1.559  -0.871
C  -4.784  -1.572  -3.037
C  1.195  2.427  4.152
C  5.460  -1.454  -1.587
C  -1.622  -5.745  -0.412
C  -3.789  -1.903  1.666
C  -1.073  -6.334  0.716
C  3.986  -4.230  3.008
C  -6.140  -2.089  1.207
C  -3.444  1.456  0.251
C  5.254  -3.937  3.485
C  -5.322  -2.274  3.464
C  5.565  -3.169  -3.263
C  -1.862  -4.383  -0.438
C  0.406  4.631  -5.328
C  3.649  -3.028  -1.833
C  5.936  -2.821  3.024
H  3.881  -4.495  -3.365
H  -5.447  -1.605  -3.887
H  -0.427  4.953  0.399
H  5.891  -0.600  -1.079
H  -0.824  -1.024  3.278
H  3.225  2.262  -2.696
H  -1.046  3.853  2.229
H  -0.344  -6.010  2.709
H  3.223  -0.197  3.526
H  0.877  5.554  -4.996
H  -1.602  2.289  -5.804
H  2.521  5.210  0.177
H  6.920  -2.585  3.403
H  3.359  4.005  -2.337
H  2.174  -0.475  4.894
H  -1.630  0.518  2.998
H  2.183  2.840  3.978
H  -3.036  -1.242  -4.232
H  -1.034  2.091  -4.144
H  -6.962  -2.108  0.510
H  0.366  3.172  -2.836
H  -1.505  -1.186  -2.271
H  -1.014  0.126  4.609
H  -3.200  -2.063  3.721
H  -0.757  -3.576  2.655
H  1.099  4.720  -2.411
H  -2.467  5.527  -2.644
H  5.716  -4.583  4.214
H  3.139  3.820  1.098
H  -7.379  -2.408  2.921
H  1.129  2.172  5.205
H  -4.157  2.256  0.451
H  0.057  6.208  -0.752
H  1.493  4.380  1.378
H  -1.879  -6.345  -1.271
H  0.968  3.776  -4.958
H  2.399  -3.618  1.693
H  2.682  -3.397  -1.516
H  3.461  -5.097  3.370
H  0.446  4.617  -6.415
H  -3.644  1.026  -0.730
H  -5.520  -2.422  4.515
H  7.099  -1.709  -2.929
H  -2.760  2.362  -4.484
H  0.466  3.206  3.955
H  -2.713  4.085  1.643
H  -0.877  -7.394  0.728
H  -1.642  6.012  -0.330
H  2.023  -1.471  3.456
H  6.101  -3.660  -4.060
H  -2.286  -3.928  -1.323
H  4.169  2.816  -1.312
H  -6.357  -1.915  -1.634
H  -2.315  2.719  2.698
H  -2.851  3.897  -1.043
H  5.878  -1.125  1.713
H  -0.878  6.180  -2.964
H  -2.065  2.720  -2.088
H  -3.581  0.681  1.008


6.
DFT (the ωB97M-V functional and the def2-TZVPD basis) results for 2 unconnected molecules or ions with the total composition C4H10S2 at a distorted geometry.

## Properties
Energy relative to the best compared isomer or geometry (same formula, charge and spin), eV: 2.312
HOMO level, eV: -8.83
2S+1: 1
LUMO, Ha: 0.0031
HOMO-LUMO gap, eV: 8.9
Maximum force, eV Å⁻¹: 2.42

Element x y z (Å)
S  2.676  2.867  -0.122
S  0.670  1.980  -0.474
C  -1.905  -1.099  2.026
C  1.233  0.979  -1.891
C  -0.251  -1.896  0.161
C  -1.016  -0.936  0.762
H  0.314  0.354  -2.197
H  2.233  3.997  -0.563
H  2.141  0.426  -1.648
H  -1.333  -0.967  2.954
H  -2.286  -2.134  2.004
H  0.320  -2.664  0.652
H  -0.211  -2.013  -0.943
H  -2.673  -0.332  1.947
H  -1.447  -0.169  0.115
H  1.535  1.607  -2.785


7.
DFT (the ωB97M-V functional and the def2-TZVPD basis) results for a single C4H6O2 molecule.

## Properties
Energy relative to the best compared isomer or geometry (same formula, charge and spin), eV: 3.427
HOMO level, eV: -9.79
2S+1: 1
LUMO, Ha: 0.0365
HOMO-LUMO gap, eV: 10.8
Maximum force, eV Å⁻¹: 0.40

Element x y z (Å)
O  1.026  -0.758  0.403
O  1.351  1.502  -0.053
C  -1.383  -0.529  -0.349
C  1.328  0.203  -0.565
C  -1.320  0.203  0.729
C  -0.354  -0.923  0.646
H  -0.463  -1.808  1.270
H  0.602  0.114  -1.390
H  0.458  1.690  0.267
H  -1.844  -0.717  -1.308
H  -1.729  1.030  1.294
H  2.328  -0.007  -0.945


8.
DFT (the ωB97M-V functional and the def2-TZVPD basis) results for a single C6H12N2O4 molecule at a distorted geometry.

## Properties
Energy relative to the best compared isomer or geometry (same formula, charge and spin), eV: 2.429
HOMO level, eV: -9.95
2S+1: 1
LUMO, Ha: 0.0232
HOMO-LUMO gap, eV: 10.6
Maximum force, eV Å⁻¹: 7.16

Element x y z (Å)
O  0.946  -1.227  -1.758
O  -3.079  -0.085  1.199
O  -2.859  1.438  -0.392
O  2.497  -1.028  1.141
N  1.477  2.125  -0.223
N  -0.527  0.353  -0.697
C  0.709  -0.226  -1.058
C  -2.642  0.203  0.132
C  -1.627  -0.597  -0.577
C  1.815  0.668  -0.380
C  1.875  0.225  1.096
C  -1.287  -1.925  0.097
H  -1.091  -2.507  -0.850
H  -2.226  -2.475  0.487
H  1.932  2.339  0.647
H  0.987  0.037  1.826
H  -3.341  1.936  0.261
H  2.297  -1.608  0.341
H  -0.497  -1.914  0.791
H  -2.118  -0.964  -1.396
H  2.778  0.432  -0.826
H  2.011  2.717  -0.969
H  2.649  0.809  1.608
H  -0.679  1.273  -0.499